1.
ORCA calculation (the ωB97M-V functional and the def2-TZVPD basis) on a gas-phase ion, CH4NO2 (charge +1) in a non-equilibrium geometry.

Results
**Gap between HOMO and LUMO (spin up / spin down)**: 0.379 / 0.379 Ha
**Calculated total energy**: -6672.927 eV
**LUMO energy (spin up / spin down)**: -7.97 / -7.97 eV
**Charge**: +1
**HOMO energy (spin up / spin down)**: -18.2966 / -18.2970 eV
**Spin multiplicity**: 1

Structure (XYZ):
```
8
Properties=species:S:1:pos:R:3:forces:R:3:lowdin_charge:R:1
C 0.458516 0.540103 -0.177430 1.85 0.99 -0.19 0.01
N -0.338060 -0.464393 0.301501 -2.28 -1.89 0.88 0.13
O -0.832681 -2.146345 1.618802 -0.72 -1.34 0.74 0.15
O 0.077411 -1.261412 1.155032 0.83 2.20 -1.33 0.10
H 1.474226 0.597438 0.219355 -0.10 -0.04 -0.02 0.13
H 0.438618 0.478196 -1.279807 -0.07 -0.24 0.11 0.16
H -0.113624 1.473423 -0.022369 -0.04 -0.17 0.16 0.16
H -1.749187 -1.939655 1.303072 0.54 0.50 -0.36 0.18
```
Positions in Å, forces in eV/Å.

***

2.
ORCA calculation (the ωB97M-V functional and the def2-TZVPD basis) on a single C7H7N3S molecule in a non-equilibrium geometry.

Results
**Gap between HOMO and LUMO**: 0.330 Ha
**Calculated total energy**: -22675.273 eV
**LUMO energy**: 0.32 eV
**Structure (SMILES)**: S[C@H]1NN=Nc2ccccc21
**HOMO energy**: -8.6695 eV
**Spin multiplicity**: 1

Structure (XYZ):
```
18
Properties=species:S:1:pos:R:3:forces:R:3:lowdin_charge:R:1
S 0.947468 -2.957361 -0.403839 0.45 1.16 1.03 0.73
C 1.177943 -1.233419 0.335407 -0.38 -0.31 1.26 -0.56
N 2.336498 -0.563865 -0.217363 1.07 -1.13 -0.68 -0.07
N 2.594883 0.714453 -0.108547 -1.11 1.89 0.20 -0.01
N 1.662707 1.531020 0.147738 2.18 0.59 0.40 0.05
C 0.370394 1.093633 0.247576 0.04 -4.26 -0.50 -0.30
C -0.633692 1.939709 0.198801 -1.51 6.10 -0.19 -0.08
C -1.967332 1.617787 0.049161 -2.59 0.39 0.59 -0.09
C -2.319727 0.283832 -0.100982 -0.45 -1.89 0.68 -0.10
C -1.300271 -0.694092 -0.087988 -0.49 -1.30 0.88 -0.08
C -0.004675 -0.274982 0.191536 0.88 -1.23 -1.24 -0.18
H 0.655192 -2.529898 -1.631394 -0.05 0.20 -0.18 -0.13
H 1.330744 -1.310819 1.470622 -0.11 -0.74 -1.38 0.14
H 3.244056 -1.005533 -0.385223 -1.03 -0.61 0.22 0.14
H -0.335063 3.064612 0.236808 -0.64 -2.01 -0.05 0.15
H -2.806640 2.406172 0.170051 1.74 -1.31 -0.42 0.14
H -3.322802 -0.239808 -0.004291 0.86 1.70 -0.59 0.12
H -1.629683 -1.841441 -0.108073 1.13 2.76 -0.05 0.13
```
Positions in Å, forces in eV/Å.

***

3.
ORCA calculation (the ωB97M-V functional and the def2-TZVPD basis) on a single C17H20N4O2 molecule in a non-equilibrium geometry.

Results
**Gap between HOMO and LUMO**: 0.316 Ha
**Calculated total energy**: -28008.021 eV
**LUMO energy**: 0.51 eV
**Structure (SMILES)**: N#Cc1nc(Cc2ccccc2)oc1NCCN1CCOCC1
**HOMO energy**: -8.0801 eV
**Spin multiplicity**: 1

Structure (XYZ):
```
43
Properties=species:S:1:pos:R:3:forces:R:3:lowdin_charge:R:1
N 1.840115 5.263303 0.309002 -0.02 0.37 0.12 0.15
C 1.844978 4.143649 0.052390 -0.03 0.39 0.08 -0.18
C 1.781090 2.779100 -0.233882 -0.91 -1.32 0.23 -0.23
N 2.687293 2.083033 -1.006663 0.33 -0.52 -0.43 0.19
C 2.263207 0.872795 -1.043439 0.48 0.73 -0.46 -0.33
C 2.913995 -0.292213 -1.692349 -0.13 -0.09 0.28 -0.05
C 3.762776 -1.013647 -0.669880 0.02 -0.18 -0.05 -0.23
C 4.872407 -0.374629 -0.130446 0.00 -0.04 -0.02 -0.04
C 5.649834 -1.009420 0.820609 0.05 0.06 0.00 -0.08
C 5.324292 -2.288102 1.243414 0.02 -0.07 0.06 -0.09
C 4.217023 -2.926398 0.713435 0.01 -0.09 0.07 -0.09
C 3.436589 -2.290054 -0.237562 0.02 0.04 -0.05 -0.04
O 1.103833 0.677711 -0.335336 -0.37 0.06 0.29 0.14
C 0.803928 1.887459 0.177164 0.60 1.04 0.05 -0.25
N -0.254594 2.045752 1.010469 0.13 -0.09 -0.13 0.08
C -1.338325 1.088658 1.011251 -0.42 -0.16 -0.26 -0.16
C -2.270582 1.268675 -0.210357 0.19 -0.02 0.17 -0.17
N -3.384675 0.359443 -0.307747 -0.05 -0.05 0.02 -0.18
C -4.383182 0.485174 0.737539 -0.28 -0.20 -0.16 -0.17
C -5.615817 -0.319107 0.316943 0.01 0.36 0.23 -0.20
O -5.293543 -1.673538 0.108073 -0.02 -0.12 0.12 -0.13
C -4.298344 -1.800476 -0.879728 0.39 -0.08 -0.12 -0.20
C -3.031126 -1.036197 -0.489280 -0.34 -0.13 -0.11 -0.17
H 3.540082 0.079545 -2.504338 -0.14 0.01 0.01 0.13
H 2.149378 -0.960608 -2.090605 0.07 0.00 -0.09 0.12
H 5.114910 0.625339 -0.459153 0.04 0.12 -0.01 0.12
H 6.511281 -0.505947 1.233665 0.07 0.04 0.03 0.10
H 5.931806 -2.784515 1.985493 0.05 -0.04 0.06 0.10
H 3.957391 -3.922516 1.040830 -0.02 -0.08 0.03 0.10
H 2.571823 -2.792973 -0.647255 -0.08 -0.03 -0.06 0.11
H -0.507587 3.009760 1.175143 0.11 -0.03 -0.01 0.15
H -1.897402 1.222840 1.939317 0.07 -0.13 -0.03 0.12
H -0.896577 0.090368 1.001311 -0.12 0.04 0.14 0.12
H -1.673870 1.154647 -1.121273 0.03 0.11 0.03 0.12
H -2.675255 2.286341 -0.196739 0.10 0.01 -0.04 0.12
H -4.652208 1.536954 0.851089 -0.02 0.02 0.05 0.13
H -4.024249 0.097571 1.706182 -0.05 0.06 0.00 0.13
H -6.376199 -0.301690 1.099308 0.02 0.06 -0.06 0.13
H -6.027332 0.113730 -0.606986 0.02 0.00 0.09 0.13
H -4.094754 -2.868314 -0.974267 0.02 0.06 -0.05 0.13
H -4.671488 -1.409784 -1.838114 0.06 -0.05 0.05 0.13
H -2.291393 -1.116634 -1.287812 0.04 -0.04 0.00 0.13
H -2.619534 -1.485103 0.430579 0.03 -0.02 -0.06 0.13
```
Positions in Å, forces in eV/Å.